[1]
Computed, not measured: C49H63IrN7O2 as an isolated structure at a distorted geometry, with ωB97M-V/def2-TZVPD.

The geometry in XYZ format:
```
122
Properties=species:S:1:pos:R:3:mulliken_charge:R:1
Ir -0.024 0.157 0.379 5.164
O -2.080 3.448 -1.100 -0.659
O 1.984 0.946 3.983 -0.650
N -1.518 -0.311 1.898 -0.995
N 3.720 -3.694 -0.691 0.221
N 1.485 -0.106 1.987 1.094
N -0.084 1.910 1.336 0.462
N -1.094 1.364 -1.011 1.400
N -0.489 -1.615 -0.798 -0.766
N 1.511 0.576 -1.012 0.368
C -1.289 1.177 -2.420 -1.966
C 5.445 -1.631 1.817 -1.359
C 2.220 -2.886 3.295 -0.047
C -3.822 -1.103 1.336 0.211
C -2.940 -3.732 1.860 -0.633
C 1.377 -2.254 4.401 -1.750
C 3.138 -1.943 2.538 0.303
C -0.567 1.603 -4.676 -0.181
C 4.328 2.101 -0.044 -1.447
C -2.110 -2.646 2.066 -0.421
C -3.670 -1.774 -2.341 -1.645
C 0.325 -2.283 -1.851 0.465
C -4.201 -3.516 1.322 -1.140
C 0.145 3.068 3.383 -0.434
C 2.080 -0.470 -1.915 -0.431
C -0.899 2.849 0.853 0.167
C 5.142 -0.339 1.437 -0.287
C -5.670 2.796 1.380 -0.834
C 2.817 -0.662 2.032 -1.964
C -0.483 1.906 -3.321 1.675
C -4.300 2.695 1.151 -1.089
C 1.002 -1.215 -2.695 -2.033
C 0.422 3.061 -2.911 0.465
C -2.283 -0.008 -4.269 -0.442
C -3.324 -0.317 -2.018 3.127
C 1.850 2.936 -3.454 -1.104
C 4.170 2.492 2.423 -1.797
C 1.350 0.860 2.947 0.063
C -1.183 3.979 1.597 -0.833
C -2.510 -1.357 1.742 -0.637
C -4.435 0.248 1.324 0.652
C -2.242 0.263 -2.905 0.856
C -4.628 -2.223 1.091 -0.532
C 3.853 0.168 1.562 2.474
C 1.384 -3.724 2.338 -0.380
C -1.453 2.578 -0.523 0.125
C -5.811 0.399 1.585 -0.900
C 0.410 1.981 2.576 0.128
C -4.575 0.563 -2.143 -1.656
C -3.763 1.437 1.155 1.801
C -6.414 1.644 1.602 -0.923
C 1.329 -3.307 -1.271 -0.649
C -1.435 0.637 -5.151 -1.727
C 4.451 -2.404 2.395 -0.356
C 2.935 -1.431 -1.083 0.045
C 2.763 -2.865 -1.524 -0.685
C -0.657 4.086 2.878 -1.318
C -0.186 4.387 -3.386 -1.811
C 3.650 1.644 1.255 0.920
H 2.723 0.045 -2.630 1.040
H -1.482 0.422 -6.210 0.457
H 2.468 3.748 -3.069 0.425
H -2.789 -2.409 -2.481 0.073
H 3.982 -1.125 -1.082 1.321
H 4.709 -3.374 2.811 0.464
H -4.339 1.607 -1.933 0.382
H 2.575 1.844 1.163 -0.852
H 5.932 0.303 1.072 0.418
H 0.948 -3.040 5.025 0.508
H 2.331 1.991 -3.187 0.046
H 1.144 -4.292 -1.703 0.495
H 3.692 2.223 3.364 0.385
H -4.867 -4.345 1.126 0.443
H -5.350 0.233 -1.449 0.478
H 3.995 3.551 2.224 0.466
H -0.932 -2.315 -0.200 0.180
H -1.989 0.574 2.113 0.509
H -1.197 4.512 -3.009 0.362
H 1.442 -1.672 -3.583 0.730
H 2.278 0.983 -0.479 -0.434
H 1.139 1.330 -1.589 -0.890
H 2.594 -1.390 -0.048 -1.195
H 0.578 3.097 4.373 0.662
H 0.680 -4.354 2.883 0.668
H -3.717 3.583 0.951 0.302
H 0.477 3.108 -1.818 -0.239
H -6.411 -0.473 1.809 0.502
H -0.882 4.952 3.487 0.490
H 1.177 -3.389 -0.191 -0.329
H 1.867 3.008 -4.542 0.430
H 2.012 -4.413 1.759 0.292
H -6.141 3.770 1.385 0.444
H 0.829 -3.085 1.649 -0.572
H -2.997 -0.240 -0.977 -2.000
H 1.974 -1.598 5.030 0.424
H 0.039 2.157 -5.381 0.410
H -4.258 -1.845 -3.257 0.528
H -1.142 -2.783 2.507 0.622
H 0.559 -1.654 4.006 0.271
H -7.475 1.715 1.800 0.425
H 0.424 5.226 -3.046 0.470
H -4.974 0.502 -3.158 0.395
H -0.213 4.415 -4.477 0.366
H 3.623 -4.696 -0.863 0.480
H 4.131 1.440 -0.896 0.360
H -3.011 -0.714 -4.650 0.437
H -5.631 -2.069 0.718 0.481
H -2.610 -4.728 2.122 0.480
H 3.568 -3.503 0.314 -0.367
H 6.460 -2.003 1.742 0.500
H 5.410 2.160 0.071 0.536
H 0.257 -0.514 -3.068 -0.205
H 3.984 3.102 -0.309 0.398
H 2.896 -3.583 3.796 0.637
H -4.270 -2.203 -1.541 0.337
H 4.688 -3.425 -0.882 0.510
H 3.055 -3.030 -2.562 0.390
H -0.376 -2.825 -2.488 1.049
H 5.246 2.347 2.532 0.401
H -1.266 -1.198 -1.313 -1.385
H -0.901 -0.541 2.676 0.188
H -1.814 4.739 1.158 0.696
```

Properties
Kohn-Sham gap (spin up / spin down)   7.939 / 7.496 eV
Charge   +2
Multiplicity   2
E_tot   -69189.61674 eV
Maximum force   1.12 eV Å⁻¹
Energy relative to the best compared isomer or geometry (same formula, charge and spin)   4.1 kcal/mol
Expectation value of S²   0.76


[2]
Computed, not measured: C9H15AsHgNS4 as an isolated structure, with ωB97M-V/def2-TZVPD.

The geometry in XYZ format:
```
31
Properties=species:S:1:pos:R:3:mulliken_charge:R:1
Hg -1.538 -0.051 -0.723 0.007
As -4.045 0.863 -3.800 0.594
S -2.121 1.799 -3.767 -0.714
S -4.141 -0.876 -5.083 -0.532
S -4.855 0.529 -1.843 -0.716
S -5.453 1.864 -5.137 -0.546
N -2.691 2.960 -0.473 -0.603
C 2.272 -1.304 0.009 -0.721
C 1.186 -3.546 0.325 -1.438
C 0.860 -1.622 1.910 -0.834
C 1.043 -0.298 2.286 0.868
C 3.254 0.944 -0.542 -1.485
C 2.460 0.029 0.351 0.937
C 1.848 0.515 1.498 -0.740
C 1.461 -2.136 0.768 0.922
C 0.318 0.268 3.475 -1.449
H 2.736 -1.692 -0.893 0.307
H 3.688 1.771 0.021 0.368
H -2.289 3.061 -1.405 0.195
H 0.318 -3.559 -0.339 0.264
H 1.967 1.562 1.762 0.290
H 0.967 -4.196 1.174 0.366
H 0.204 -2.256 2.498 0.286
H 0.106 -0.504 4.216 0.370
H 4.059 0.408 -1.047 0.370
H -2.969 3.885 -0.161 0.180
H 2.605 1.368 -1.312 0.284
H -0.635 0.699 3.158 0.269
H 0.897 1.059 3.956 0.367
H -3.542 2.426 -0.657 0.167
H 2.031 -3.966 -0.223 0.368
```

Properties
Kohn-Sham gap (spin up / spin down)   5.398 / 5.372 eV
Charge   -2
Multiplicity   2
E_tot   -119423.45823 eV
Maximum force   0.36 eV Å⁻¹
Energy relative to the best compared isomer or geometry (same formula, charge and spin)   2.4 kcal/mol
Expectation value of S²   0.76


[3]
Computed, not measured: a 2-piece molecular cluster, CH3ClO3S overall at a distorted geometry, with ωB97M-V/def2-TZVPD.

The geometry in XYZ format:
```
9
Properties=species:S:1:pos:R:3:mulliken_charge:R:1
Cl -1.140 -1.559 0.358 -0.231
S -1.393 0.438 -0.368 0.722
O 1.416 0.214 -0.008 -0.330
O -1.426 1.291 0.762 -0.389
O -2.967 0.277 -0.823 -0.456
C 2.515 -0.020 0.403 -0.117
H -3.125 -0.363 -1.521 0.357
H 2.819 0.161 1.445 0.225
H 3.302 -0.438 -0.247 0.218
```

Properties
Kohn-Sham gap   10.653 eV
Multiplicity   1
E_tot   -30584.36682 eV
Maximum force   1.43 eV Å⁻¹
Energy relative to the best compared isomer or geometry (same formula, charge and spin)   6.6 kcal/mol